C15H24BN3O4P | ωB97M-V/def2-TZVPD

Computed properties:
HOMO-LUMO gap   3.82 eV
Total charge   -1
Highest occupied orbital energy   -2.7 eV

Last column: Löwdin charge in e.
Geometry (Å):
C  0.45687  1.03767  2.46333  -0.074
C  -0.50934  1.59273  1.43459  -0.260
O  -1.88591  1.49713  1.79994  -0.133
C  -2.40827  0.19787  1.82470  -0.238
C  -3.07492  -0.20121  0.50948  -0.104
C  -2.19634  -0.60404  -0.64228  -0.237
C  -0.96378  -1.31302  -0.44321  -0.047
N  -0.19665  -1.70366  -1.41180  0.132
C  -0.62591  -1.42175  -2.67424  -0.213
C  0.14529  -1.83517  -3.78557  -0.224
P  1.73432  -2.63091  -3.47996  0.731
O  2.86728  -1.66930  -3.42050  -0.424
C  -0.28131  -1.59281  -5.07187  -0.102
B  0.54627  -2.04305  -6.33653  -0.650
N  -0.07606  -2.77088  -7.39933  0.188
O  1.89842  -1.83037  -6.42998  0.122
C  -1.50008  -0.88899  -5.25559  -0.041
C  -2.24978  -0.47157  -4.20203  -0.002
C  -1.83330  -0.73443  -2.88568  -0.200
N  -2.61337  -0.32527  -1.84504  0.182
H  0.24015  0.00711  2.74897  0.062
H  1.44969  1.03090  2.00452  0.078
H  0.50314  1.63007  3.38083  0.044
H  -0.32469  2.66325  1.33326  0.117
H  -0.33303  1.17030  0.43480  0.097
H  -1.66786  -0.53678  2.15282  0.101
H  -3.18157  0.18736  2.59551  0.126
H  -3.76045  -1.03088  0.71470  0.123
H  -3.69278  0.63239  0.17564  0.120
H  -0.64351  -1.54162  0.56683  0.120
H  1.88228  -3.55086  -4.53121  0.024
H  1.58200  -3.38569  -2.31283  0.012
H  0.49640  -2.75909  -8.23485  0.081
H  -1.00957  -2.47071  -7.64160  0.069
H  2.22707  -1.14304  -5.83890  0.094
H  -1.84657  -0.68318  -6.26151  0.107
H  -3.17285  0.06613  -4.37085  0.116
C  1.52036  3.15054  7.25661  -0.128
C  1.80706  1.94493  6.33072  -0.726
C  3.13796  2.23342  5.59618  -0.123
O  0.79639  1.73699  5.46056  -0.327
H  1.38460  4.05310  6.65413  0.056
H  0.60460  2.97222  7.82492  0.050
H  2.33513  3.33457  7.97557  0.047
H  2.02873  1.08545  7.02157  0.098
H  3.02717  3.12244  4.96842  0.057
H  3.40053  1.38725  4.95629  0.051
H  3.97621  2.40444  6.29045  0.047

CHINO2P | ωB97M-V/def2-TZVPD

Computed properties:
HOMO-LUMO gap   8.29 eV
Highest occupied orbital energy   -9.3 eV
ΔE to the lowest compared entry with this formula, charge and spin   75.3 kcal per mole

Last column: Löwdin charge in e.
Geometry (Å):
C  -1.28467  -0.14351  -0.45871  -0.050
N  -0.94508  -0.79879  0.46144  -0.252
O  -0.44848  -1.43089  1.33204  0.064
O  1.65654  -0.18962  -1.01895  -0.552
P  0.88772  0.93777  -0.54648  0.434
I  2.05577  1.51778  1.63697  0.206
H  -1.92179  0.10726  -1.40632  0.151

C53H56N9P | ωB97M-V/def2-TZVPD

Computed properties:
HOMO-LUMO gap   9.32 eV
Structure (SMILES)   PCCc1ccccc1.c1ccncc1.c1ccncc1.c1ccncc1.c1ccncc1.c1ccncc1.c1ccncc1.c1ccncc1.c1ccncc1.c1ccncc1
Highest occupied orbital energy   -8.7 eV
ΔE to the lowest compared entry with this formula, charge and spin   0.0 kcal per mole

Last column: Löwdin charge in e.
Geometry (Å):
P  6.93005  -2.73220  0.34563  0.795
C  6.02383  -1.12692  0.57320  -0.489
C  4.83065  -0.87450  -0.36131  -0.226
C  3.71301  -1.86774  -0.12212  -0.270
C  3.51801  -2.96883  -0.96270  -0.073
C  2.50199  -3.87700  -0.68164  -0.088
C  1.68883  -3.66202  0.42108  -0.110
C  1.86739  -2.57113  1.26054  -0.086
C  2.88994  -1.66679  0.98728  -0.042
H  6.66157  -2.97591  -1.01965  -0.123
H  5.97855  -3.60346  0.91398  -0.114
H  5.61670  -1.18996  1.58208  0.066
H  6.74187  -0.31306  0.56240  0.020
H  5.11090  -0.91829  -1.41361  0.103
H  4.41127  0.11137  -0.17576  0.091
H  4.19480  -3.07483  -1.79677  0.101
H  2.37689  -4.73751  -1.31998  0.101
H  0.91061  -4.38583  0.62953  0.084
H  1.24297  -2.40870  2.12505  0.096
H  3.10245  -0.82158  1.63229  0.083
N  3.71636  1.16068  2.66616  0.054
C  2.82314  1.70564  3.49331  -0.146
C  2.67274  3.07145  3.67102  -0.076
C  3.49885  3.92046  2.95213  -0.077
C  4.43613  3.37340  2.09086  -0.070
C  4.50273  1.99455  1.98378  -0.155
H  2.19244  1.01013  4.03558  0.097
H  1.92203  3.45143  4.34407  0.075
H  3.41112  4.99440  3.06021  0.104
H  5.10178  3.99903  1.51139  0.099
H  5.22408  1.52953  1.32346  0.069
N  -1.55124  -8.91793  2.85910  0.051
C  -0.48207  -8.51594  2.17552  -0.158
C  -0.03394  -7.20322  2.15133  -0.076
C  -0.73988  -6.25682  2.87443  -0.087
C  -1.85757  -6.65496  3.58883  -0.073
C  -2.21693  -7.99369  3.54939  -0.158
H  0.03846  -9.28896  1.62074  0.102
H  0.84326  -6.93115  1.57956  0.095
H  -0.41982  -5.22169  2.87690  0.097
H  -2.43825  -5.94588  4.16290  0.101
H  -3.08292  -8.35008  4.09638  0.102
N  -0.25573  2.44128  4.87179  0.051
C  -0.38793  2.27286  6.18708  -0.153
C  -1.60891  2.28613  6.84343  -0.073
C  -2.75720  2.48663  6.09249  -0.074
C  -2.63905  2.66067  4.72248  -0.072
C  -1.37003  2.62809  4.16672  -0.146
H  0.53546  2.12437  6.73809  0.104
H  -1.65634  2.14368  7.91441  0.100
H  -3.72998  2.50358  6.56747  0.105
H  -3.50623  2.81802  4.09342  0.068
H  -1.23242  2.75792  3.09783  0.109
N  -5.24142  2.94538  2.43421  0.044
C  -5.25942  3.32225  1.15637  -0.143
C  -6.10617  2.76870  0.20929  -0.068
C  -6.98748  1.77689  0.61036  -0.069
C  -6.97772  1.37074  1.93411  -0.068
C  -6.08758  1.98614  2.79952  -0.165
H  -4.54870  4.09396  0.88170  0.106
H  -6.07379  3.11081  -0.81596  0.066
H  -7.65980  1.31724  -0.10294  0.107
H  -7.63236  0.58664  2.28763  0.103
H  -6.03758  1.69270  3.84339  0.103
N  -4.48179  -1.73834  2.69927  0.053
C  -4.26296  -2.81914  1.95511  -0.162
C  -3.04946  -3.08904  1.34290  -0.079
C  -2.00467  -2.19637  1.50705  -0.076
C  -2.21236  -1.06488  2.28255  -0.057
C  -3.46691  -0.88857  2.85091  -0.153
H  -5.10377  -3.49552  1.84575  0.100
H  -2.92240  -3.98207  0.74459  0.101
H  -1.04880  -2.39001  1.03549  0.086
H  -1.42955  -0.33420  2.43683  0.099
H  -3.67804  -0.01575  3.46027  0.087
N  -0.09008  0.21130  -1.69095  0.062
C  -0.77289  0.69716  -2.72648  -0.157
C  -0.66724  0.20581  -4.01898  -0.073
C  0.19671  -0.85340  -4.24818  -0.079
C  0.91625  -1.37123  -3.18318  -0.064
C  0.73873  -0.80588  -1.92823  -0.138
H  -1.43454  1.52789  -2.50385  0.099
H  -1.24319  0.64516  -4.82291  0.069
H  0.30952  -1.26609  -5.24320  0.099
H  1.60483  -2.19429  -3.31677  0.094
H  1.28391  -1.17654  -1.07014  0.076
N  -1.07391  1.58637  -7.10496  0.051
C  -2.39835  1.65069  -7.22832  -0.160
C  -3.12997  0.84085  -8.08408  -0.070
C  -2.44939  -0.08404  -8.85930  -0.076
C  -1.07119  -0.16214  -8.74472  -0.069
C  -0.43475  0.69124  -7.85515  -0.156
H  -2.89023  2.39003  -6.60459  0.100
H  -4.20539  0.93321  -8.14276  0.085
H  -2.98409  -0.73340  -9.54053  0.106
H  -0.49957  -0.86862  -9.33057  0.102
H  0.64252  0.66045  -7.73302  0.107
N  -6.40203  3.59212  -3.37071  0.057
C  -7.00648  4.00682  -4.48299  -0.148
C  -6.81585  3.41891  -5.72512  -0.067
C  -5.95007  2.34075  -5.81278  -0.084
C  -5.31306  1.89572  -4.66740  -0.071
C  -5.57289  2.55696  -3.47792  -0.153
H  -7.67387  4.85343  -4.36726  0.105
H  -7.33251  3.79705  -6.59623  0.102
H  -5.77540  1.85186  -6.76225  0.087
H  -4.62993  1.05732  -4.69387  0.102
H  -5.09295  2.24043  -2.55798  0.093
N  7.96383  1.95214  1.56587  0.059
C  8.75680  2.56575  2.44143  -0.145
C  9.76548  3.44555  2.07883  -0.071
C  9.96392  3.70077  0.73182  -0.080
C  9.14798  3.07019  -0.19330  -0.070
C  8.16665  2.21027  0.27505  -0.160
H  8.56952  2.33671  3.48472  0.106
H  10.37841  3.91678  2.83464  0.101
H  10.74168  4.38038  0.40798  0.105
H  9.26744  3.23993  -1.25446  0.102
H  7.50402  1.69941  -0.41734  0.098

C25H32ClF7IN2O17 | ωB97M-V/def2-TZVPD

Computed properties:
HOMO-LUMO gap   9.44 eV
Total charge   +1
Highest occupied orbital energy   -11.9 eV

Last column: Löwdin charge in e.
Geometry (Å):
O  -4.26128  -0.24128  -3.45753  0.050
C  -3.22823  -0.10784  -4.16996  -0.235
O  -2.80241  1.20992  -4.50312  -0.065
C  -1.37490  1.27502  -4.74248  -0.153
C  -0.49086  1.08917  -3.40289  -0.104
N  -0.67756  2.18605  -2.38805  -0.087
C  -0.25209  3.53618  -2.95001  -0.021
C  -0.39963  4.72495  -1.86369  -0.359
F  -1.67960  4.61760  -1.19874  -0.010
C  -0.07180  6.15977  -2.49353  -0.107
C  -1.21596  7.26967  -2.31334  -0.277
C  -1.31541  8.05355  -3.74855  -0.591
I  -2.94923  7.06042  -4.86559  0.688
N  0.65408  4.45831  -0.82287  0.071
C  0.42052  3.12289  -0.20987  -0.292
F  1.59729  2.84484  0.60197  -0.036
C  0.30503  1.91127  -1.25636  -0.495
Cl  -0.12335  0.41201  -0.29082  0.708
H  -2.71585  -1.06908  -4.51755  0.170
H  -1.13000  2.25173  -5.29376  0.140
H  -1.02851  0.42959  -5.45648  0.153
H  0.61328  1.07634  -3.75147  0.167
H  -0.70812  0.03940  -3.01230  0.131
H  -1.66348  2.19234  -2.05242  0.203
H  0.86446  3.40765  -3.21506  0.123
H  -0.86481  3.85372  -3.85937  0.151
H  0.87352  6.57066  -1.97025  0.141
H  0.24426  6.00741  -3.59593  0.104
H  -0.90913  8.07535  -1.55375  0.120
H  -2.26076  6.86490  -2.11310  0.068
H  -0.33047  7.96763  -4.34977  0.053
H  -1.50275  9.16946  -3.60912  0.060
H  0.47549  5.16410  -0.07587  0.150
H  -0.48396  3.18272  0.50232  0.169
H  1.33833  1.83123  -1.76896  0.167
C  3.54290  5.65436  -6.92397  -0.048
C  3.25408  6.57934  -5.78656  -0.311
O  2.26587  5.88319  -5.04989  0.125
C  2.51020  4.56441  -5.27385  -0.496
O  2.05302  3.67213  -4.60921  0.122
O  3.33822  4.37622  -6.33367  0.099
F  2.72346  7.74182  -6.22750  0.091
H  2.84967  5.78339  -7.75978  0.155
H  4.56309  5.75717  -7.29581  0.153
H  4.11465  6.78541  -5.14372  0.183
C  1.63790  -2.75211  0.74101  -0.085
C  2.14238  -4.09659  1.15827  -0.312
O  2.18561  -4.81649  -0.05633  0.139
C  2.40692  -3.88366  -1.02404  -0.538
O  2.76750  -4.14054  -2.13509  0.171
O  2.17353  -2.61936  -0.56842  0.057
F  1.26639  -4.70802  1.99077  0.074
H  0.54581  -2.70735  0.69247  0.133
H  1.99314  -1.95248  1.39327  0.142
H  3.13731  -4.08242  1.61311  0.180
C  1.24800  -5.93318  4.96651  -0.072
C  2.50974  -5.76314  5.74985  -0.321
O  2.09514  -5.00842  6.86947  0.143
C  0.78933  -5.34461  7.06983  -0.521
O  0.18362  -5.11655  8.07612  0.167
O  0.26018  -5.97883  5.98606  0.085
F  3.42056  -5.03846  5.05434  0.072
H  1.04591  -5.08825  4.30348  0.129
H  1.24477  -6.85054  4.37594  0.148
H  2.96120  -6.70126  6.08550  0.178
C  -2.54447  -5.66646  -2.59248  -0.064
C  -1.05010  -5.72211  -2.59147  -0.317
O  -0.70015  -4.98046  -1.44003  0.123
C  -1.74327  -5.13873  -0.57685  -0.526
O  -1.69195  -4.88374  0.59115  0.170
O  -2.84815  -5.62878  -1.20542  0.085
F  -0.53934  -5.09631  -3.67879  0.077
H  -2.93277  -4.76417  -3.07381  0.144
H  -2.99353  -6.53894  -3.06916  0.148
H  -0.63753  -6.73232  -2.51739  0.183
C  -1.37501  -3.74216  10.79508  -0.074
C  -2.62714  -2.95078  10.59148  -0.327
O  -3.54787  -3.57269  11.46351  0.139
C  -2.79703  -4.07866  12.48337  -0.531
O  -3.24396  -4.43522  13.53379  0.171
O  -1.47305  -4.12107  12.16101  0.076
F  -3.08270  -3.07809  9.32172  0.075
H  -1.33637  -4.63932  10.17134  0.134
H  -0.47531  -3.15185  10.61541  0.144
H  -2.53650  -1.89094  10.84766  0.174